The following is a quantum chemistry calculation of a molecular structure, C37H34AsGeNOV, from the Open Molecules 2025 dataset.

As for the multiplicity: 2. The calculation puts the energy relative to the best compared isomer or geometry (same formula, charge and spin) at 0.00 kcal per mole. The net charge is 0. For the HOMO-LUMO gap (spin up / spin down), the calculation gives 6.6 / 6.8 eV.

Each line ends with the Löwdin charge.
Atoms and positions in Å:
As  -1.98  -2.28  -2.14  1.028
Ge  -0.46  -0.17  1.87  0.857
V  -0.30  0.32  -1.66  0.630
O  -1.39  -0.86  -2.84  -0.550
N  1.64  0.87  -2.27  0.064
C  -2.26  -2.43  2.79  -0.113
C  -2.12  -1.10  2.40  -0.281
C  -1.91  4.35  -2.59  -0.095
C  3.77  -2.02  3.13  -0.101
C  3.90  0.46  -3.03  -0.156
C  5.15  -1.33  -2.01  -0.079
C  -0.42  -0.01  -0.02  -0.395
C  -0.48  2.73  1.89  -0.103
C  -0.71  3.04  4.64  -0.099
C  4.05  -1.63  -1.18  -0.067
C  -1.77  3.18  -1.85  -0.114
C  3.64  -0.85  2.39  -0.098
C  2.58  2.24  -3.98  0.010
C  5.08  -0.31  -2.92  -0.035
C  0.27  2.71  -2.99  -0.198
C  -0.54  1.60  2.71  -0.283
C  1.22  -1.03  2.47  -0.262
C  2.38  -0.37  2.07  -0.131
C  -3.28  -0.33  2.28  -0.132
C  -3.52  -2.98  3.04  -0.100
C  -4.66  -2.20  2.91  -0.101
C  0.12  3.86  -3.76  -0.049
C  -0.98  4.68  -3.56  -0.094
C  -0.65  4.16  3.82  -0.101
C  1.37  -2.19  3.22  -0.108
C  2.63  -2.69  3.54  -0.099
C  3.74  1.53  -3.95  0.006
C  1.52  1.90  -3.09  -0.189
C  -0.53  4.01  2.45  -0.088
C  -3.40  -1.93  -0.90  -0.180
C  -0.66  1.77  4.08  -0.108
C  -2.65  -3.38  -3.56  -0.201
C  -0.69  2.31  -2.03  -0.157
C  -4.53  -0.87  2.53  -0.093
C  2.89  -0.91  -1.28  -0.013
C  -0.60  -3.28  -1.26  -0.191
C  2.80  0.15  -2.21  -0.186
H  -3.60  -4.01  3.34  0.098
H  -2.52  2.94  -1.11  0.093
H  -1.40  -3.08  2.88  0.077
H  -3.79  -2.88  -0.53  0.050
H  2.46  3.06  -4.67  0.099
H  -0.39  2.61  0.82  0.070
H  -3.05  -4.30  -3.14  0.040
H  -2.76  5.00  -2.41  0.097
H  2.71  -3.60  4.13  0.098
H  2.03  -1.09  -0.63  0.081
H  4.56  1.78  -4.61  0.119
H  -0.69  5.15  4.26  0.096
H  -0.81  3.16  5.71  0.097
H  -5.64  -2.62  3.11  0.098
H  0.51  -2.74  3.57  0.074
H  -0.33  -2.75  -0.35  0.014
H  -5.42  -0.25  2.43  0.102
H  4.13  -2.42  -0.45  0.106
H  6.05  -1.91  -1.92  0.102
H  -0.48  4.88  1.81  0.100
H  -1.83  -3.62  -4.25  0.043
H  -1.10  5.59  -4.14  0.097
H  5.92  -0.07  -3.56  0.112
H  0.26  -3.34  -1.93  0.046
H  -2.98  -1.35  -0.08  0.005
H  4.75  -2.40  3.38  0.097
H  4.52  -0.31  2.06  0.103
H  -4.18  -1.37  -1.40  0.053
H  2.30  0.54  1.48  0.103
H  -0.97  -4.28  -1.04  0.043
H  0.85  4.15  -4.51  0.091
H  -3.21  0.71  1.98  0.105
H  -0.71  0.91  4.73  0.102
H  -3.43  -2.86  -4.10  0.043

The following is a quantum chemistry calculation of a molecular structure, C37H34BBrN13O3Y in a non-equilibrium geometry, from the Open Molecules 2025 dataset.

As for the multiplicity: 2. The calculation puts the energy relative to the best compared isomer or geometry (same formula, charge and spin) at 14.66 kcal per mole. The net charge is +1. For the HOMO-LUMO gap (spin up / spin down), the calculation gives 7.9 / 5.4 eV.

Each line ends with the Löwdin charge.
Atoms and positions in Å:
Y  1.05  0.23  -0.21  1.265
Br  3.75  0.59  0.04  0.200
O  -0.60  -6.54  4.54  0.094
O  1.43  -5.93  4.80  0.090
O  1.77  -1.54  -1.37  -0.177
N  0.34  -5.81  4.30  -0.341
N  -0.22  0.93  1.74  -0.011
N  -0.49  3.14  0.04  0.022
N  -0.82  0.60  -1.64  -0.009
N  -0.89  -1.75  0.60  0.110
N  0.79  2.70  -0.09  0.000
N  1.66  -1.87  1.56  0.072
N  -1.49  1.26  1.35  0.023
N  1.98  0.95  -2.58  0.041
N  -2.98  3.03  0.26  -0.016
N  -3.87  2.95  1.25  0.105
N  -1.83  1.37  -1.16  0.012
N  3.44  1.13  -4.23  0.139
C  3.33  -2.90  2.93  -0.008
C  -6.02  3.92  1.92  -0.029
C  -0.49  4.47  0.19  -0.041
C  1.58  3.78  -0.02  -0.342
C  3.97  -1.71  -4.26  -0.006
C  -4.61  4.45  -0.21  -0.008
C  -1.53  -3.67  1.91  -0.120
C  -0.31  0.48  3.00  -0.339
C  2.87  0.28  -3.32  -0.294
C  -0.58  -2.72  1.48  -0.133
C  2.56  -1.97  -2.27  -0.323
C  -1.16  -4.68  2.83  0.077
C  -1.65  0.45  3.40  0.003
C  -3.15  -2.59  0.53  -0.011
C  -0.47  -0.88  -3.62  -0.009
C  -3.41  3.95  -0.64  -0.118
C  -2.58  0.42  -3.01  0.002
C  2.90  -1.95  2.01  -0.173
C  0.86  0.21  3.86  -0.015
C  3.06  3.77  -0.11  -0.092
C  -2.85  -3.58  1.42  0.019
C  3.60  -3.90  -3.34  -0.038
C  1.98  2.22  -3.04  -0.108
C  -2.36  0.94  2.32  -0.060
C  2.88  2.35  -4.07  -0.023
C  2.82  -3.37  -2.36  0.037
C  0.10  -4.74  3.34  -0.063
C  -1.26  0.03  -2.76  -0.332
C  1.11  -3.80  2.94  -0.050
C  -2.13  -1.70  0.16  -0.097
C  0.80  4.92  0.15  -0.001
C  2.44  -3.81  3.42  0.025
C  -2.90  1.26  -1.97  -0.047
C  3.16  -1.12  -3.28  -0.042
C  0.77  -2.79  1.99  -0.138
C  -4.86  3.78  1.01  -0.339
C  4.19  -3.07  -4.30  -0.024
B  -1.71  2.20  0.14  -0.660
H  -3.41  1.12  2.21  0.103
H  -3.59  -4.28  1.76  0.128
H  1.34  2.97  -2.62  0.110
H  3.74  -4.97  -3.41  0.119
H  -5.70  4.36  2.86  0.081
H  3.17  3.19  -4.67  0.127
H  2.34  -4.00  -1.62  0.128
H  0.98  1.06  4.55  0.094
H  4.37  -2.91  3.24  0.117
H  -2.04  0.13  4.34  0.108
H  -2.84  4.18  -1.53  0.128
H  -4.14  -2.49  0.13  0.115
H  0.70  -0.68  4.46  0.086
H  0.27  -1.42  -3.03  0.048
H  3.41  3.20  -0.97  0.017
H  -1.88  -5.41  3.14  0.136
H  -3.21  0.12  -3.82  0.110
H  -3.81  1.77  -1.75  0.124
H  1.78  0.12  3.29  0.060
H  0.04  -0.32  -4.40  0.089
H  3.51  3.35  0.79  0.049
H  2.74  -4.53  4.16  0.106
H  4.19  0.93  -4.86  0.159
H  -6.44  2.94  2.14  0.078
H  1.15  5.93  0.23  0.107
H  -1.13  -1.60  -4.11  0.092
H  -5.22  5.19  -0.68  0.102
H  4.81  -3.49  -5.08  0.120
H  3.42  4.79  -0.22  0.083
H  -1.39  5.03  0.32  0.119
H  3.60  -1.21  1.65  -0.022
H  4.40  -1.10  -5.04  0.112
H  -6.79  4.54  1.47  0.077
H  -2.37  -0.91  -0.53  0.088

The following is a quantum chemistry calculation of a molecular structure, C37H34ClF3N2O4PS2SbV, from the Open Molecules 2025 dataset.

As for the multiplicity: 4. The calculation puts the energy relative to the best compared isomer or geometry (same formula, charge and spin) at 0.00 kcal per mole. The net charge is 0. For the HOMO-LUMO gap (spin up / spin down), the calculation gives 7.1 / 7.9 eV.

Each line ends with the Löwdin charge.
Atoms and positions in Å:
Sb  -0.91  1.19  -0.03  1.557
V  0.69  -1.57  -0.27  0.283
Cl  -7.06  -0.33  -3.17  0.658
S  1.68  -0.88  -2.48  0.337
S  3.02  -2.06  0.26  0.350
P  3.33  -1.65  -1.69  -0.086
F  2.61  4.95  3.53  0.063
F  -5.81  0.28  3.70  0.069
F  -3.52  5.14  -4.08  0.064
O  -2.21  -3.97  -0.27  0.038
O  -1.12  -2.10  -0.82  -0.252
O  4.64  -0.77  -1.91  -0.294
O  3.68  -2.94  -2.52  -0.298
N  0.09  -1.81  1.81  -0.038
N  -1.88  -1.96  6.78  0.179
C  -3.37  -2.26  -1.47  -0.142
C  1.83  4.16  2.78  -0.282
C  -1.29  -2.86  3.45  0.025
C  5.87  0.13  -0.02  -0.055
C  2.05  4.10  1.42  -0.006
C  -3.20  1.99  1.91  -0.130
C  -5.63  -1.08  -2.52  -0.661
C  0.21  2.53  1.22  -0.370
C  -0.90  -1.91  4.38  -0.204
C  -4.61  -2.86  -1.30  -0.010
C  5.06  0.46  -1.25  -0.428
C  -4.20  -0.59  2.24  0.011
C  0.03  2.61  2.60  -0.133
C  4.91  -3.72  -2.57  -0.421
C  -5.75  -2.27  -1.82  -0.094
C  -3.20  2.71  -1.44  -0.123
C  -2.58  0.92  1.25  -0.382
C  -2.96  4.30  -3.19  -0.280
C  -1.45  -1.93  5.71  -0.162
C  3.92  1.41  -0.98  -0.085
C  -3.78  3.57  -2.35  -0.002
C  -1.81  2.59  -1.35  -0.368
C  -1.02  3.32  -2.23  -0.121
C  -4.76  0.49  2.89  -0.275
C  -3.11  -0.36  1.41  -0.111
C  0.83  3.42  3.39  -0.003
C  5.55  -3.91  -1.20  -0.068
C  -4.29  1.78  2.74  0.002
C  -4.40  -0.48  -2.72  -0.099
C  5.86  -3.11  -3.59  -0.045
C  0.49  -0.92  2.73  -0.129
C  -0.77  -2.77  2.17  -0.079
C  -1.59  4.19  -3.15  -0.005
C  0.01  -0.92  4.02  0.009
C  1.25  3.27  0.65  -0.131
C  -3.27  -1.07  -2.19  -0.023
C  -2.15  -2.87  -0.81  -0.604
H  0.33  -0.16  4.72  0.126
H  -3.84  2.13  -0.78  0.096
H  5.91  -2.96  -0.80  0.064
H  6.40  -4.58  -1.31  0.089
H  -4.34  0.45  -3.28  0.101
H  1.20  -0.18  2.40  0.108
H  3.35  1.62  -1.89  0.069
H  4.56  -4.68  -2.93  0.143
H  3.23  1.01  -0.23  0.055
H  2.85  4.69  0.98  0.121
H  6.25  -2.16  -3.24  0.074
H  -2.83  3.00  1.78  0.112
H  6.68  -0.56  -0.26  0.081
H  -6.73  -2.72  -1.69  0.105
H  4.33  2.34  -0.59  0.087
H  6.30  1.04  0.39  0.087
H  -1.98  -3.64  3.70  0.132
H  -4.67  -3.79  -0.75  0.120
H  -4.62  -1.58  2.36  0.126
H  0.69  3.50  4.46  0.121
H  4.85  -4.35  -0.49  0.067
H  -0.76  2.04  3.08  0.088
H  5.34  -2.96  -4.53  0.088
H  -4.77  2.59  3.26  0.122
H  5.72  0.91  -2.00  0.144
H  0.06  3.22  -2.23  0.089
H  5.24  -0.33  0.75  0.049
H  -2.30  -0.62  -2.33  0.104
H  -2.67  -1.19  0.87  0.071
H  -1.08  -3.45  1.38  0.100
H  1.44  3.22  -0.42  0.083
H  -0.98  4.77  -3.84  0.121
H  6.69  -3.80  -3.75  0.086
H  -4.86  3.67  -2.43  0.124

The following is a quantum chemistry calculation of 4 unconnected molecules or ions with the total composition C37H34F9N4O12PS in a non-equilibrium geometry, from the Open Molecules 2025 dataset.

Its structure (SMILES) is CCP(C)[C@]1(CCC(=O)O)OC(=O)[C@H](S(=O)(=O)C(F)(F)C(F)(F)C(F)(F)C(F)(F)F)[C@@H]1c1cccnc1.O=[N+]([O-])c1ccccc1.O=[N+]([O-])c1ccccc1.O=[N+]([O-])c1ccccc1. The net charge is 0. For the HOMO-LUMO gap, the calculation gives 7.0 eV.

Each line ends with the Löwdin charge.
Atoms and positions in Å:
S  -2.07  -2.30  -1.41  0.886
P  -3.35  1.06  -3.15  0.967
F  -2.91  -6.15  1.38  0.042
F  -2.18  -4.48  2.95  0.027
F  -0.66  -7.59  1.51  0.048
F  -1.10  -6.79  3.72  0.034
F  -3.61  -3.43  0.52  0.010
F  -2.82  -4.92  -1.30  0.024
F  -0.32  -3.33  1.14  0.040
F  0.77  -5.83  2.43  0.038
F  -0.31  -5.26  -0.33  0.051
O  7.29  3.74  -2.15  0.074
O  -7.16  2.80  0.39  -0.070
O  0.75  0.10  -1.15  0.010
O  -0.73  -2.66  -2.18  -0.349
O  -5.45  3.88  1.69  -0.014
O  -1.31  1.56  -1.55  -0.117
O  0.78  2.65  0.39  0.051
O  1.01  1.39  2.17  0.049
O  6.45  -6.30  7.29  0.060
O  7.17  -4.99  5.68  0.059
O  -3.16  -2.18  -2.49  -0.348
O  5.90  5.36  -1.65  0.025
N  -5.74  -0.69  2.66  -0.019
N  1.44  2.20  1.34  -0.314
N  6.27  4.42  -2.36  -0.308
N  6.27  -5.62  6.26  -0.327
C  2.59  -6.19  5.80  -0.057
C  -5.88  3.26  0.43  -0.264
C  5.46  4.08  -3.54  -0.139
C  -2.79  1.49  -1.37  -0.473
C  5.42  3.60  1.81  -0.059
C  4.92  -5.56  5.71  -0.144
C  3.87  -6.24  6.35  0.000
C  -1.71  -0.74  -0.45  -0.170
C  4.32  4.85  -3.83  0.000
C  4.64  4.08  0.76  -0.059
C  -0.59  0.34  -1.07  -0.192
C  -3.38  2.89  -0.70  -0.105
C  3.39  -4.80  3.99  -0.061
C  4.92  2.65  2.69  -0.066
C  -2.59  3.67  -4.43  -0.180
C  -4.45  -0.30  2.02  -0.052
C  3.95  3.48  -5.79  -0.070
C  -1.17  -4.37  0.52  -0.117
C  -6.89  -0.89  1.73  -0.116
C  -2.45  -3.81  -0.34  -0.225
C  5.07  2.72  -5.49  -0.063
C  -6.99  -0.80  0.11  -0.013
C  -4.36  -0.12  0.40  -0.089
C  3.57  4.54  -4.97  -0.066
C  -1.73  -5.32  1.78  -0.076
C  3.33  3.62  0.59  0.010
C  -5.58  -0.37  -0.67  0.018
C  -2.88  0.37  -0.18  -0.222
C  4.68  -4.83  4.53  0.001
C  -1.88  0.35  -4.21  -0.263
C  -4.98  3.13  -0.94  -0.106
C  2.82  2.67  1.49  -0.139
C  5.84  3.01  -4.36  0.003
C  2.35  -5.48  4.62  -0.075
C  3.61  2.18  2.54  -0.002
C  -3.87  2.64  -4.14  -0.411
C  -0.61  -6.36  2.36  -0.132
H  5.54  2.27  3.50  0.108
H  -1.38  -0.56  -3.66  0.037
H  2.69  5.14  -5.21  0.108
H  -3.49  -0.12  2.70  0.125
H  -6.30  4.12  2.20  0.145
H  3.20  -4.24  3.08  0.109
H  -8.01  -1.00  -0.46  0.098
H  -1.88  3.08  -5.19  0.070
H  1.35  -5.46  4.20  0.078
H  -2.00  3.94  -3.45  0.068
H  6.44  3.97  1.93  0.113
H  -5.54  -0.28  -1.83  0.065
H  5.48  -4.30  4.03  0.119
H  -2.98  4.60  -5.04  0.080
H  -4.82  3.18  -3.72  0.065
H  -4.18  2.24  -5.22  0.094
H  -7.92  -1.17  2.27  0.107
H  -2.78  3.80  -1.19  0.131
H  -1.08  1.23  -4.34  0.056
H  -5.49  2.33  -1.65  0.110
H  3.23  1.44  3.23  0.117
H  -2.45  0.94  0.77  0.155
H  1.77  -6.72  6.29  0.110
H  4.04  -6.80  7.26  0.119
H  5.04  4.83  0.07  0.075
H  2.73  4.01  -0.23  0.118
H  -3.18  2.97  0.45  0.129
H  -2.36  0.08  -5.25  0.074
H  6.71  2.41  -4.14  0.120
H  5.36  1.89  -6.14  0.110
H  4.02  5.68  -3.20  0.119
H  -5.08  4.16  -1.52  0.139
H  -1.23  -0.99  0.61  0.164
H  3.36  3.25  -6.68  0.109

The following is a quantum chemistry calculation of a molecular structure, C37H34N6O4PRbS5 in a non-equilibrium geometry, from the Open Molecules 2025 dataset.

The calculation puts the energy relative to the best compared isomer or geometry (same formula, charge and spin) at 0.00 kcal per mole. The net charge is -2. For the HOMO-LUMO gap, the calculation gives 4.1 eV.

Each line ends with the Löwdin charge.
Atoms and positions in Å:
Rb  0.43  0.30  -0.54  0.693
S  -2.89  1.76  -0.11  0.343
S  -4.97  0.94  1.84  0.861
S  -2.16  -1.80  -0.09  0.361
S  4.00  0.50  -0.18  0.551
S  -4.30  -1.86  1.94  0.881
P  1.24  -1.57  2.19  0.974
O  5.09  1.44  -0.06  -0.327
O  -6.23  -0.78  3.40  -0.148
O  -0.74  0.90  -2.75  -0.171
O  3.16  0.32  0.99  -0.415
N  2.39  0.97  -3.56  0.128
N  -3.71  2.01  -4.09  -0.077
N  2.99  0.78  -1.36  -0.221
N  -2.85  0.98  -3.73  0.049
N  6.41  -4.86  -1.21  0.070
N  4.67  0.54  -3.01  0.119
C  3.39  0.76  -2.66  -0.460
C  0.14  -2.83  2.97  -0.376
C  5.85  -3.59  -0.98  -0.335
C  -0.72  0.23  2.95  -0.097
C  -0.39  2.29  4.14  -0.096
C  0.64  -0.05  3.03  -0.397
C  4.00  0.64  -5.29  -0.097
C  -4.72  1.72  -5.09  -0.021
C  -5.04  -1.55  -2.15  -0.088
C  6.60  -2.44  -1.19  -0.045
C  -2.97  3.16  -4.10  -0.289
C  -0.99  -3.78  4.89  -0.099
C  -1.46  -4.83  4.11  -0.109
C  -1.72  2.93  -3.64  0.066
C  -3.59  4.42  -4.59  -0.026
C  4.55  -3.47  -0.50  -0.032
C  2.76  -1.97  3.15  -0.272
C  -3.34  -0.88  0.83  -1.225
C  -3.63  0.44  0.79  -1.222
C  1.49  0.86  3.65  -0.103
C  -0.35  -3.88  2.20  -0.126
C  -1.24  1.39  3.50  -0.061
C  -3.41  -2.66  -3.54  -0.105
C  -1.64  1.52  -3.30  -0.472
C  2.71  0.90  -4.83  -0.164
C  4.01  -2.22  -0.24  -0.056
C  0.97  2.02  4.21  -0.099
C  4.76  -1.08  -0.46  -0.280
C  -2.85  -1.44  -3.87  -0.023
C  -5.36  -0.60  2.57  -1.083
C  4.95  0.47  -4.30  -0.166
C  -0.20  -2.79  4.32  -0.097
C  -3.39  -0.28  -3.33  -0.227
C  -4.47  -0.32  -2.47  -0.043
C  -4.51  -2.72  -2.69  -0.113
C  -1.13  -4.88  2.76  -0.095
C  6.06  -1.19  -0.94  -0.071
H  -4.60  4.55  -4.20  0.082
H  -1.39  -0.46  2.43  0.077
H  -2.09  -5.59  4.55  0.090
H  -2.99  5.27  -4.28  0.079
H  0.14  -1.96  4.93  0.104
H  3.02  -3.01  2.93  0.036
H  -5.63  2.28  -4.85  0.088
H  -4.92  -3.68  -2.40  0.096
H  -1.53  -5.67  2.14  0.096
H  7.11  -4.86  -1.93  0.072
H  4.23  0.58  -6.35  0.076
H  1.89  1.07  -5.53  0.102
H  -2.30  1.59  3.40  0.093
H  7.62  -2.52  -1.56  0.100
H  6.63  -0.29  -1.12  0.105
H  3.59  -1.34  2.83  0.023
H  -4.95  0.66  -5.05  0.086
H  2.60  -1.87  4.22  0.036
H  -1.99  -1.37  -4.51  0.116
H  -0.79  3.20  4.56  0.092
H  3.00  -2.13  0.13  0.069
H  -5.85  -1.60  -1.44  0.107
H  -4.38  1.98  -6.10  0.087
H  -2.97  -3.57  -3.92  0.094
H  3.95  -4.36  -0.32  0.109
H  2.55  0.68  3.68  0.094
H  -0.16  -3.89  1.13  0.078
H  5.99  0.28  -4.56  0.097
H  -3.66  4.44  -5.69  0.075
H  -4.81  0.59  -2.00  0.097
H  -1.26  -3.71  5.94  0.091
H  5.72  -5.58  -1.39  0.074
H  -0.96  3.66  -3.41  0.116
H  1.64  2.73  4.69  0.091

Question: Among the records above, which one has the lowest net charge?
Answer: C37H34N6O4PRbS5